(1)
Formula: C29H20FI2MoN4O8Se
Source: the OMol25 dataset
Level of theory: wB97M-V/def2-TZVPD

Output
HOMO energy (spin up / spin down)   -4.7 / -4.7 eV
Relative energy (zero: lowest compared OMol25 entry of this formula, charge and spin)   51.5 kJ/mol
E_LUMO (spin up / spin down)   1.335 / 1.335 eV
Gap between HOMO and LUMO (spin up / spin down)   6.0 / 6.0 eV
Charge   -1

CARTESIAN COORDINATES (ANGSTROEM)
Mo -0.028 -0.310 0.212
I -3.978 3.015 -0.598
C -2.397 2.512 -1.837
C -2.288 3.084 -3.124
C -1.214 2.823 -3.930
I -1.155 3.691 -5.829
C -0.150 1.991 -3.486
C 1.015 1.644 -4.219
C 1.959 0.844 -3.640
C 1.773 0.382 -2.322
N 0.692 0.668 -1.624
C -0.272 1.446 -2.204
C -1.423 1.649 -1.389
O -1.443 0.993 -0.254
H -3.081 3.730 -3.472
H 1.143 2.010 -5.228
H 2.851 0.550 -4.172
H 2.519 -0.232 -1.837
C 2.796 -1.567 0.988
O 1.600 -1.134 0.422
H 3.638 -1.022 0.549
H 2.905 -2.638 0.794
H 2.779 -1.396 2.070
F 4.647 4.552 0.739
C 3.636 3.692 1.036
C 2.359 3.978 0.593
C 1.337 3.097 0.904
C 1.562 1.933 1.649
C 0.456 0.981 1.908
C 2.869 1.695 2.076
C 3.911 2.562 1.775
H 2.178 4.877 0.019
H 0.333 3.307 0.554
H -0.479 1.511 2.108
H 0.663 0.318 2.752
H 3.077 0.810 2.665
H 4.921 2.375 2.115
Se -1.270 -1.991 -1.620
C 0.062 -2.546 -2.848
C -0.243 -2.729 -4.198
C 0.743 -3.133 -5.078
N 2.011 -3.368 -4.739
C 2.297 -3.200 -3.449
C 1.386 -2.804 -2.487
H -1.246 -2.540 -4.556
H 0.502 -3.272 -6.127
H 3.325 -3.398 -3.164
H 1.694 -2.703 -1.454
O -1.494 -2.205 3.509
C -1.906 -1.636 2.515
O -1.220 -1.194 1.529
C -3.395 -1.369 2.362
C -3.940 -1.044 1.123
C -5.306 -0.850 1.032
C -6.158 -0.926 2.116
C -5.571 -1.234 3.329
C -4.217 -1.474 3.477
N -6.451 -1.319 4.523
O -5.929 -1.592 5.584
O -7.635 -1.100 4.361
N -5.902 -0.556 -0.300
O -7.112 -0.445 -0.349
O -5.143 -0.412 -1.232
H -3.314 -0.948 0.244
H -7.220 -0.764 2.018
H -3.791 -1.742 4.433

Force components x, y, z for each atom (eV/Å):
0.7 -1.0 0.0
-0.1 -0.1 0.0
0.2 0.0 -0.2
0.0 -0.1 0.1
0.1 0.0 0.0
0.0 0.0 0.0
0.1 0.1 -0.3
-0.1 0.0 0.1
-0.1 0.0 0.2
0.0 0.2 0.0
-0.1 0.0 0.0
0.1 -0.1 0.1
0.1 0.0 0.0
-0.3 0.1 0.0
0.0 0.0 0.0
0.0 0.0 0.0
0.0 0.0 0.0
0.0 0.0 0.0
0.2 0.0 0.0
-0.9 0.3 -0.1
0.0 -0.1 0.1
0.1 0.1 0.0
0.0 -0.1 -0.1
0.0 0.0 0.0
0.0 0.0 0.0
0.0 0.0 0.0
0.0 0.0 0.0
-0.1 0.0 0.0
0.2 0.3 -0.3
0.0 0.0 0.0
0.0 0.1 -0.1
0.0 0.0 0.0
0.0 0.0 0.0
0.0 -0.1 0.0
0.0 0.0 0.0
0.0 0.0 0.1
0.0 0.0 0.0
0.1 0.0 0.2
0.0 0.2 -0.2
0.0 0.1 0.0
0.0 0.0 -0.1
0.0 0.0 0.0
0.1 0.0 0.0
-0.1 0.0 0.2
0.0 0.0 0.0
0.0 0.0 -0.1
0.1 0.0 0.0
0.0 0.0 0.0
0.1 -0.1 -0.1
-0.2 0.4 0.1
0.0 -0.2 0.2
0.0 -0.1 0.0
0.0 0.0 0.1
-0.1 0.0 -0.3
0.2 -0.1 0.0
-0.2 0.0 0.2
0.0 0.0 -0.2
0.3 0.1 -0.2
-0.1 0.0 0.0
0.0 0.0 0.1
0.3 0.3 0.3
-0.1 -0.1 -0.1
-0.2 -0.1 0.0
0.0 0.0 0.0
0.0 0.0 0.0
0.0 0.0 0.0

***

(2)
Formula: C29H20N3O2PdS
Source: the OMol25 dataset
Level of theory: wB97M-V/def2-TZVPD

Output
HOMO energy   -3.8 eV
Relative energy (zero: lowest compared OMol25 entry of this formula, charge and spin)   96.9 kJ/mol
E_LUMO   2.670 eV
Gap between HOMO and LUMO   6.5 eV
Charge   -1

CARTESIAN COORDINATES (ANGSTROEM)
Pd -0.081 0.200 0.374
S -3.322 -1.667 2.829
C -1.806 -1.823 3.596
C -0.814 -1.226 2.880
C -1.273 -0.642 1.660
C -2.614 -0.822 1.486
C -3.452 -0.422 0.347
C -4.817 -0.735 0.293
C -5.552 -0.350 -0.806
C -4.926 0.344 -1.837
C -3.576 0.614 -1.694
N -2.855 0.247 -0.642
H -1.720 -2.342 4.536
H 0.224 -1.223 3.183
H -5.291 -1.278 1.100
H -6.607 -0.589 -0.861
H -5.462 0.665 -2.718
H -3.037 1.152 -2.469
O 1.016 1.907 -0.883
C 0.305 2.670 -0.210
N -0.500 2.200 0.768
C -1.225 3.225 1.330
O -2.062 3.183 2.203
C -0.791 4.505 0.613
C -1.200 5.809 0.779
C -0.611 6.769 -0.047
C 0.344 6.420 -0.998
C 0.748 5.093 -1.161
C 0.159 4.161 -0.335
H -1.947 6.067 1.519
H -0.902 7.808 0.054
H 0.780 7.190 -1.623
H 1.485 4.806 -1.900
C 4.254 -3.153 1.192
C 3.438 -3.924 0.373
C 2.214 -3.462 -0.072
C 1.733 -2.184 0.290
C 2.578 -1.412 1.114
C 3.800 -1.887 1.548
N 0.552 -1.668 -0.168
C -0.463 -2.529 -0.602
C -1.191 -2.204 -1.747
C -2.283 -2.960 -2.143
C -2.671 -4.074 -1.410
C -1.949 -4.413 -0.271
C -0.865 -3.653 0.131
H 5.212 -3.521 1.535
H 3.764 -4.912 0.064
H 1.615 -4.087 -0.721
H 2.243 -0.419 1.406
H 4.410 -1.253 2.182
H -0.902 -1.318 -2.299
H -2.840 -2.669 -3.026
H -3.527 -4.661 -1.713
H -2.252 -5.264 0.327
H -0.330 -3.900 1.039

Force components x, y, z for each atom (eV/Å):
-0.2 -0.2 0.3
0.0 -0.1 0.0
0.1 0.1 0.0
0.0 -0.1 0.0
0.3 -0.1 -0.1
-0.3 0.1 -0.1
0.1 0.0 0.1
0.0 0.0 0.0
0.0 0.0 -0.1
0.0 0.0 0.1
0.0 0.0 0.0
0.0 0.1 0.0
0.0 0.0 0.1
0.0 0.0 0.0
0.0 0.0 0.0
0.0 0.0 0.0
0.0 0.0 0.0
0.0 0.0 0.0
-0.2 0.4 0.2
0.2 0.0 -0.3
0.1 0.0 -0.1
-0.1 0.3 -0.2
0.2 -0.1 -0.1
0.0 -0.1 0.1
0.1 0.0 -0.1
0.0 0.0 0.0
0.0 -0.1 0.0
-0.1 0.1 0.1
0.0 -0.4 0.1
0.0 0.0 0.0
0.0 0.0 0.0
0.0 0.0 0.0
0.0 0.0 0.0
-0.1 0.0 0.0
0.1 0.0 0.0
-0.1 0.0 0.0
0.1 0.0 0.1
0.0 0.1 0.0
0.1 0.0 0.0
-0.1 0.1 0.0
0.0 0.1 0.0
0.0 0.0 -0.1
0.0 0.0 0.0
0.0 0.0 0.0
-0.1 0.0 0.0
0.1 0.0 0.0
0.0 0.0 0.0
0.0 0.0 0.0
0.0 0.0 0.0
0.0 -0.1 0.0
0.0 0.0 0.0
0.0 0.0 0.0
0.0 0.0 0.0
0.0 0.0 0.0
0.0 0.0 0.0
0.0 0.0 0.0

***

(3)
Formula: C29H20N8O8RuS
Source: the OMol25 dataset
Level of theory: wB97M-V/def2-TZVPD

Output
HOMO energy (spin up / spin down)   -5.3 / -5.3 eV
Relative energy (zero: lowest compared OMol25 entry of this formula, charge and spin)   205.6 kJ/mol
2S+1   2
E_LUMO (spin up / spin down)   0.986 / 0.879 eV
Gap between HOMO and LUMO (spin up / spin down)   6.2 / 6.1 eV
Charge   -1

CARTESIAN COORDINATES (ANGSTROEM)
Ru -0.197 -0.809 -0.539
O -0.285 -3.385 -3.672
C -0.448 -2.463 -2.880
N -0.228 -2.495 -1.520
C -0.015 -3.671 -0.818
O -0.073 -4.805 -1.288
C 0.293 -3.395 0.587
C 0.719 -4.407 1.464
C 1.097 -4.085 2.741
C 1.052 -2.737 3.147
C 0.593 -1.794 2.254
N 0.202 -2.101 1.020
C -0.942 -1.129 -3.287
C -1.291 -0.824 -4.610
C -1.820 0.416 -4.894
C -2.019 1.327 -3.855
C -1.633 0.968 -2.575
N -1.100 -0.210 -2.305
H 0.739 -5.417 1.086
H 1.424 -4.846 3.432
H 1.352 -2.447 4.140
H 0.527 -0.748 2.537
H -1.141 -1.575 -5.371
H -2.092 0.681 -5.907
H -2.449 2.297 -4.032
H -1.768 1.642 -1.742
N 2.190 6.241 2.682
C 2.054 5.337 1.646
C 0.799 4.821 1.316
C 0.674 3.893 0.301
C 1.800 3.479 -0.385
C 3.051 3.962 -0.061
C 3.182 4.887 0.956
S 1.623 2.335 -1.746
O 0.403 2.676 -2.436
O 2.821 2.340 -2.546
N 1.391 0.837 -1.099
C 2.459 0.234 -0.609
N 3.584 0.901 -0.315
C 4.608 0.206 0.123
C 4.581 -1.175 0.284
C 3.366 -1.785 0.004
N 2.323 -1.102 -0.411
H 1.355 6.741 2.943
H 3.031 6.796 2.675
H -0.070 5.160 1.859
H -0.289 3.500 0.020
H 3.892 3.609 -0.633
H 4.153 5.278 1.223
H 5.490 0.789 0.359
H 5.436 -1.738 0.617
H 3.221 -2.856 0.102
O -5.648 -2.170 3.787
C -5.906 -2.334 2.608
O -6.832 -2.823 1.980
C -4.733 -1.814 1.641
C -4.552 -2.431 0.413
C -3.466 -2.050 -0.356
N -2.627 -1.099 0.029
C -2.823 -0.479 1.186
C -3.866 -0.816 2.041
C -1.818 0.633 1.572
O -2.076 1.325 2.540
O -0.800 0.734 0.822
H -5.250 -3.181 0.074
H -3.259 -2.531 -1.306
H -3.971 -0.316 2.991

Force components x, y, z for each atom (eV/Å):
-4.0 1.0 0.8
-0.3 1.2 0.6
0.4 -1.6 -0.6
0.4 -0.9 -0.3
-0.4 -0.9 -2.3
0.2 1.1 1.0
0.5 0.5 2.5
-0.5 0.4 -1.2
0.0 1.1 0.6
0.0 -1.1 -0.3
-0.2 0.3 0.3
0.9 -1.2 -0.1
-0.7 1.4 -1.0
0.3 -0.7 0.8
-0.2 0.7 0.5
0.0 -0.7 -0.5
-0.4 0.4 0.0
1.0 -0.4 -0.6
0.0 -0.1 0.0
0.1 -0.1 0.0
0.0 0.1 0.1
0.0 0.0 -0.2
0.0 -0.1 0.0
0.0 0.0 0.0
0.0 0.1 0.0
0.1 0.0 0.0
0.0 0.2 0.3
0.0 -0.3 -0.2
0.1 0.0 0.0
-0.1 0.1 0.0
0.0 -0.5 -0.6
0.1 0.1 0.0
-0.1 0.1 0.0
-0.2 -0.1 -0.2
-0.1 0.0 0.4
-0.1 0.2 0.3
-0.7 0.2 -0.3
1.3 -0.5 0.4
0.1 0.2 0.1
0.1 -0.2 0.0
-0.2 -0.1 0.0
0.3 -0.1 0.1
-0.8 0.6 -0.5
0.1 0.0 0.0
-0.2 0.0 0.0
-0.2 0.0 0.1
-0.2 -0.1 0.1
0.2 0.0 0.0
0.1 0.0 0.0
0.2 -0.1 0.1
0.1 0.0 0.0
0.1 0.0 0.1
0.0 0.1 1.6
1.7 0.8 -1.5
-1.4 -0.7 -0.4
-0.9 -0.5 0.9
0.5 0.4 -0.3
-0.4 -0.6 -0.3
2.3 0.2 -0.2
0.1 0.7 0.9
0.5 0.1 -0.6
-1.4 -0.7 0.4
0.1 0.2 0.1
1.5 0.0 -1.0
-0.1 0.0 0.0
0.1 0.0 0.0
0.0 0.0 0.1

***

Number 1: E -138857.721 eV. Number 2: E -53280.764 eV. Number 3: E -72119.398 eV.